<A>
# C3H11NS2

A cluster of 3 separate species, C3H11NS2 in total (ωB97M-V with the def2-TZVPD basis set, OMol25).

- LUMO (eV) = -0.99
- frontier orbital gap (eV) = 7.9
- E_HOMO (eV) = -8.90

CARTESIAN COORDINATES (ANGSTROEM)
C -1.14621 -2.52068 -1.95698
S -1.10922 -1.23764 -0.65842
H -0.75907 -2.15240 -2.90034
H -0.59047 -3.40302 -1.62205
H -2.18614 -2.79257 -2.11544
C 1.06369 1.10170 0.57376
C -0.11200 1.51733 1.43624
S -0.49332 3.27059 1.08725
N 1.46574 -0.26511 0.91565
H 1.90401 1.79353 0.71999
H 0.73571 1.17821 -0.47090
H 0.12992 1.41367 2.49695
H -0.96434 0.88648 1.19999
H -1.66349 3.35024 1.72760
H 0.60377 -0.73667 -1.34338
H 0.78226 -0.89683 0.45786
H 2.33916 -0.50682 0.45221

Atom charges from the Löwdin analysis, given in e for atoms 1 to 2:
1 C -0.5324
2 S 0.6240

---

<B>
# C3H11NS2

A cluster of 2 separate species, C3H11NS2 in total (ωB97M-V with the def2-TZVPD basis set, OMol25).

- LUMO (eV) = 0.64
- frontier orbital gap (eV) = 9.6
- E_HOMO (eV) = -8.94

CARTESIAN COORDINATES (ANGSTROEM)
C -1.22760 -1.19613 -1.15361
C -1.26199 -0.07735 -0.12793
N -2.17095 1.01375 -0.53590
H -0.99459 -0.81206 -2.14105
H -0.47298 -1.93054 -0.86502
H -2.17288 -1.73849 -1.18140
H -1.53110 -0.49938 0.84595
H -0.26007 0.34685 -0.06800
H -2.40088 1.55492 0.29428
H -3.07198 0.62451 -0.79938
C 2.13622 0.86100 1.69701
S 2.45886 1.14206 -0.07589
S 2.89087 -0.76456 -0.65622
H 1.23918 0.27185 1.83121
H 2.03999 1.83148 2.17359
H 3.03355 0.40579 2.10303
H 1.76635 -1.03370 -1.34067

Atom charges from the Löwdin analysis, given in e for atoms 1 to 2:
1 C -0.1204
2 C -0.3542

---

Computed stability ranking, most favorable first: <B>, <A>

---

<A>
# C2H2OS3

An isolated molecule of C2H2OS3 (ωB97M-V with the def2-TZVPD basis set, OMol25).

- LUMO (eV) = -1.62
- frontier orbital gap (eV) = 7.1
- E_HOMO (eV) = -8.74

CARTESIAN COORDINATES (ANGSTROEM)
O 0.70719 1.86819 0.41617
C 0.67051 0.56970 0.25601
S 1.95250 -0.22034 0.69757
C -0.61455 -0.09679 -0.32624
S -1.71463 0.90922 -0.93064
S -0.47929 -1.81492 0.01486
H -0.14829 2.57236 0.29155
H -1.98214 -2.33875 0.29193

Atom charges from the Löwdin analysis, given in e for atoms 1 to 2:
1 O -0.1236
2 C -1.0821

---

<B>
# C2H2OS3

An isolated molecule of C2H2OS3 (ωB97M-V with the def2-TZVPD basis set, OMol25).

- LUMO (eV) = -1.41
- frontier orbital gap (eV) = 7.8
- E_HOMO (eV) = -9.17

CARTESIAN COORDINATES (ANGSTROEM)
O 0.76730 1.75581 -0.71438
C 0.62537 0.54241 -0.72705
S 1.43187 -0.61215 -1.84066
C -0.50172 -0.04950 0.43744
S -0.44805 -1.65387 1.08060
S -1.41784 1.18341 1.28506
H 1.03274 -1.64452 -1.21972
H -0.96874 1.96220 0.27234

Atom charges from the Löwdin analysis, given in e for atoms 1 to 2:
1 O -0.0497
2 C -0.7465

---

<C>
# C2H2OS3

A cluster of 2 separate species, C2H2OS3 in total (ωB97M-V with the def2-TZVPD basis set, OMol25).

- LUMO (spin up / spin down) (eV) = -1.66 / -2.07
- frontier orbital gap (spin up / spin down) (eV) = 7.6 / 7.3
- E_HOMO (spin up / spin down) (eV) = -9.27 / -9.39

CARTESIAN COORDINATES (ANGSTROEM)
C 2.49087 0.87258 0.40158
C 2.51451 0.02933 -0.44426
O -2.36340 0.74715 1.26587
S -2.46946 -2.54015 0.29709
S -2.67095 -1.13496 -1.00160
S -2.48183 0.85417 -0.21292
H 2.84437 1.76922 0.92233
H 2.13588 -0.59733 -1.22811

Atom charges from the Löwdin analysis, given in e for atoms 1 to 2:
1 C -0.0235
2 C -0.0219

---

<D>
# C2H2OS3

A structure of composition C2H2OS3 (ωB97M-V with the def2-TZVPD basis set, OMol25).

- LUMO (spin up / spin down) (eV) = -1.60 / -2.17
- frontier orbital gap (spin up / spin down) (eV) = 7.2 / 6.4
- E_HOMO (spin up / spin down) (eV) = -8.79 / -8.55

CARTESIAN COORDINATES (ANGSTROEM)
C -0.66544 -0.72286 0.02528
C -0.65259 0.59985 0.09414
O -1.61744 2.93686 -0.41684
S -2.05838 -1.77066 -0.13493
S -3.68680 -0.57008 0.03694
S -2.05302 1.71584 0.21758
H 0.35956 -1.16670 0.03367
H 0.22582 1.07522 -0.06558

Atom charges from the Löwdin analysis, given in e for atoms 1 to 2:
1 C -0.5729
2 C -0.4125

---

Computed stability ranking, most favorable first: <B>, <D>, <A>, <C>

---

<A>
# C6H12N2

The ion C6H12N2 with charge +2 (ωB97M-V with the def2-TZVPD basis set, OMol25).

- LUMO (eV) = -11.48
- frontier orbital gap (eV) = 9.3
- E_HOMO (eV) = -20.76
- charge = +2

CARTESIAN COORDINATES (ANGSTROEM)
C -1.48859 0.44815 0.87555
C -1.06975 -0.79899 1.26645
C 0.13223 -0.20493 -0.59908
C 1.51827 0.34835 -0.53407
C -0.86496 2.30077 -0.69170
C 0.68084 -2.35715 0.40318
N -0.79687 0.97457 -0.11384
N -0.14817 -1.21871 0.38928
H -2.34254 0.97341 1.31231
H -1.24681 -1.48740 2.16019
H -0.25590 -0.37969 -1.66048
H 1.49268 1.39303 -0.59090
H 2.15152 0.08761 -1.36380
H 2.21584 0.11376 0.29459
H -0.31173 3.04075 -0.11019
H -1.87904 2.57793 -0.66084
H -0.37200 2.24079 -1.64661
H 0.16152 -3.23564 0.83175
H 1.42217 -2.27585 1.13368
H 1.00129 -2.54075 -0.69548

Atom charges from the Löwdin analysis, given in e for atoms 1 to 2:
1 C 0.0853
2 C 0.1532

---

<B>
# C6H12N2

A cluster of 2 separate species, C6H12N2 in total (ωB97M-V with the def2-TZVPD basis set, OMol25).

- LUMO (eV) = -9.56
- frontier orbital gap (eV) = 9.8
- E_HOMO (eV) = -19.34
- charge = +2

CARTESIAN COORDINATES (ANGSTROEM)
C 2.01755 -1.42841 1.84852
C 0.99002 -1.13672 0.92535
C -0.67350 1.00393 -0.10516
C 0.54678 -3.61594 1.63193
C -0.91188 3.14277 -1.45838
C -0.37968 0.76608 -1.54462
N 1.16037 -2.33078 1.54195
N -1.23077 1.79556 -1.15896
H 3.07070 -1.22611 2.17343
H -0.11505 1.57269 0.48648
H -0.06444 -3.76179 2.62546
H 1.37508 -4.39642 1.58023
H -0.18937 -3.61118 0.77842
H 0.04312 3.47190 -0.95616
H -0.67850 3.28208 -2.43337
H -1.62517 3.89670 -1.21469
H -0.59327 -0.19402 -1.81415
H 0.69583 1.03620 -1.79278
H -1.27015 0.25551 0.30999
H -2.16768 1.47795 -1.42350

Atom charges from the Löwdin analysis, given in e for atoms 1 to 2:
1 C 0.1908
2 C 0.2506

---

Computed stability ranking, most favorable first: <A>, <B>